No. 1
{
  "formula": "C37H33N3O13",
  "method": "wB97M-V/def2-TZVPD",
  "species": ["C", "O", "C", "C", "C", "C", "C", "C", "C", "C", "C", "C", "N", "C", "C", "C", "C", "N", "C", "C", "C", "N", "C", "H", "H", "H", "H", "H", "H", "H", "H", "H", "H", "H", "H", "H", "H", "H", "H", "H", "H", "H", "H", "H", "O", "C", "C", "C", "O", "C", "O", "C", "C", "O", "H", "H", "H", "H", "O", "C", "C", "C", "O", "C", "O", "C", "C", "O", "H", "H", "H", "H", "O", "C", "C", "C", "O", "C", "O", "C", "C", "O", "H", "H", "H", "H"],
  "coordinates": [[-4.90, -2.14, 0.05], [-5.16, -3.54, 0.09], [-4.31, -4.30, -0.73], [-2.94, -4.53, -0.12], [-3.00, -5.23, 1.25], [-1.87, -6.24, 1.48], [-1.16, -6.14, 2.85], [-0.91, -4.75, 3.38], [-1.26, -4.43, 4.65], [-1.03, -3.15, 5.21], [-0.47, -2.17, 4.46], [-0.09, -2.45, 3.14], [0.49, -1.46, 2.41], [0.86, -1.75, 1.19], [1.49, -0.67, 0.38], [2.14, -0.90, -0.82], [2.72, 0.18, -1.48], [2.69, 1.43, -1.05], [2.06, 1.64, 0.11], [1.47, 0.64, 0.85], [0.67, -3.06, 0.66], [0.12, -4.03, 1.33], [-0.29, -3.74, 2.60], [-5.11, -1.73, 1.03], [-5.53, -1.67, -0.71], [-3.86, -1.93, -0.20], [-4.18, -3.80, -1.70], [-4.80, -5.26, -0.93], [-2.38, -5.17, -0.82], [-2.39, -3.59, -0.06], [-3.95, -5.76, 1.28], [-3.02, -4.48, 2.05], [-1.12, -6.19, 0.70], [-2.29, -7.25, 1.43], [-1.74, -6.67, 3.60], [-0.20, -6.65, 2.79], [-1.73, -5.19, 5.27], [-1.33, -2.98, 6.24], [-0.29, -1.19, 4.86], [2.23, -1.88, -1.26], [3.24, -0.01, -2.41], [2.03, 2.66, 0.48], [0.99, 0.87, 1.79], [0.98, -3.28, -0.35], [9.60, 2.02, -5.05], [8.63, 1.53, -4.50], [7.54, 2.29, -3.92], [6.53, 1.64, -3.32], [5.51, 2.28, -2.77], [6.50, 0.14, -3.22], [5.55, -0.37, -2.65], [7.58, -0.63, -3.81], [8.59, 0.02, -4.41], [9.62, -0.58, -4.97], [7.58, 3.37, -4.00], [4.91, 1.62, -2.37], [7.54, -1.70, -3.74], [10.19, 0.13, -5.33], [2.98, 4.24, -3.43], [3.21, 5.39, -3.14], [3.22, 6.49, -4.09], [3.51, 7.73, -3.66], [3.54, 8.79, -4.45], [3.83, 8.03, -2.22], [4.10, 9.18, -1.95], [3.81, 6.94, -1.27], [3.52, 5.70, -1.69], [3.47, 4.65, -0.87], [2.99, 6.27, -5.12], [3.78, 9.55, -3.88], [4.03, 7.16, -0.24], [3.25, 3.86, -1.41], [-6.39, 0.50, 0.78], [-7.03, 1.08, 1.64], [-7.92, 0.43, 2.57], [-8.58, 1.17, 3.48], [-9.42, 0.66, 4.37], [-8.41, 2.66, 3.56], [-9.06, 3.24, 4.41], [-7.50, 3.32, 2.65], [-6.84, 2.58, 1.74], [-5.99, 3.07, 0.86], [-8.04, -0.65, 2.50], [-9.75, 1.42, 4.89], [-7.38, 4.39, 2.72], [-5.67, 2.32, 0.33]],
  "e_homo_ev": -9.09,
  "energy_ev": -69990.6145,
  "smiles": "COCCCCCc1cccc2nc(-c3ccncc3)cnc12.O=C1C=C(O)C(=O)C=C1O.O=C1C=C(O)C(=O)C=C1O.O=C1C=C(O)C(=O)C=C1O",
  "max_force_ev_per_a": 0.578,
  "charge": 0
}

No. 2
{
  "formula": "C3H3MgO2",
  "method": "wB97M-V/def2-TZVPD",
  "species": ["C", "C", "H", "H", "H", "O", "C", "Mg", "O"],
  "coordinates": [[3.13, -0.98, 0.73], [2.67, -1.73, -0.26], [3.17, -1.03, 1.82], [2.10, -2.65, -0.06], [2.92, -1.53, -1.31], [0.86, 0.71, 0.69], [0.21, 0.30, -0.18], [-1.99, 0.03, -2.40], [-0.66, 0.16, -0.95]],
  "e_homo_ev": [-15.21, -21.54],
  "spin_multiplicity": 2,
  "energy_ev": -12676.2148,
  "max_force_ev_per_a": 7.125,
  "de_lowest_kj_mol": 191.2,
  "charge": 2
}